{
  "formula": "C48H33Cl4MnN5",
  "method": "wB97M-V/def2-TZVPD",
  "multiplicity": 2,
  "total_charge": 2,
  "energy_ha": -5113.9433,
  "e_lumo_ev": [-7.335, -8.318],
  "e_homo_ev": [-12.26, -13.08],
  "symbols": ["Mn", "Cl", "C", "C", "C", "C", "C", "C", "C", "C", "C", "C", "C", "C", "C", "C", "C", "C", "Cl", "C", "C", "C", "N", "C", "C", "C", "C", "C", "C", "Cl", "C", "C", "C", "C", "C", "C", "N", "C", "C", "C", "C", "C", "N", "C", "C", "C", "C", "Cl", "C", "C", "C", "C", "N", "H", "H", "H", "H", "H", "H", "H", "H", "H", "H", "H", "H", "H", "H", "H", "H", "H", "H", "H", "H", "H", "H", "H", "H", "C", "C", "C", "C", "N", "H", "H", "H", "H", "H", "H", "H", "H", "H"],
  "xyz": [[-0.17, 0.43, 0.94], [1.41, -8.59, -1.18], [1.00, -6.96, -0.86], [1.15, -6.45, 0.42], [0.83, -5.13, 0.67], [0.37, -4.29, -0.35], [0.20, -4.84, -1.63], [0.51, -6.16, -1.88], [0.13, -2.88, -0.05], [-0.66, -2.55, 1.07], [-1.52, -3.43, 1.77], [-2.16, -2.70, 2.73], [-1.64, -1.38, 2.64], [-1.82, -0.38, 3.62], [-3.09, -0.28, 4.32], [-4.25, -0.74, 3.66], [-5.50, -0.58, 4.20], [-5.65, 0.04, 5.44], [-7.20, 0.22, 6.12], [-4.53, 0.51, 6.11], [-3.28, 0.37, 5.56], [-0.71, 0.50, 3.84], [0.11, 0.88, 2.81], [1.05, 1.74, 3.36], [1.88, 2.60, 2.64], [2.71, 3.56, 3.39], [2.44, 4.93, 3.32], [3.15, 5.82, 4.10], [4.16, 5.36, 4.94], [5.03, 6.47, 5.91], [4.47, 4.01, 4.99], [3.74, 3.12, 4.22], [1.85, 2.66, 1.24], [2.54, 3.60, 0.44], [2.16, 3.38, -0.86], [1.30, 2.24, -0.84], [1.14, 1.80, 0.44], [0.87, 1.53, -1.98], [0.84, 0.10, -1.83], [1.42, -0.84, -2.71], [1.35, -2.06, -2.09], [0.63, -1.87, -0.88], [0.41, -0.51, -0.69], [0.60, 2.20, -3.23], [0.40, 3.60, -3.25], [0.20, 4.28, -4.42], [0.18, 3.59, -5.63], [0.01, 4.43, -7.10], [0.26, 2.19, -5.63], [0.45, 1.52, -4.45], [0.86, 1.79, 4.77], [-0.24, 1.04, 5.06], [-0.74, -1.30, 1.62], [1.53, -7.08, 1.22], [0.98, -4.73, 1.66], [-0.25, -4.24, -2.41], [0.37, -6.57, -2.87], [-1.65, -4.48, 1.55], [-2.86, -3.06, 3.46], [-4.16, -1.20, 2.68], [-6.38, -0.92, 3.66], [-4.64, 0.99, 7.07], [-2.44, 0.75, 6.11], [1.64, 5.29, 2.68], [2.93, 6.88, 4.06], [5.27, 3.66, 5.62], [3.98, 2.06, 4.25], [3.23, 4.35, 0.80], [2.52, 3.87, -1.74], [1.95, -0.62, -3.62], [1.78, -2.98, -2.43], [0.35, 4.15, -2.32], [0.05, 5.35, -4.42], [0.18, 1.65, -6.56], [0.46, 0.44, -4.47], [1.48, 2.34, 5.46], [-0.61, 0.83, 6.05], [-2.14, 3.16, -0.57], [-2.54, 2.16, 0.53], [-2.67, 2.86, 1.89], [-3.84, 1.43, 0.16], [-1.48, 1.21, 0.65], [-2.95, 3.87, -0.71], [-1.96, 2.64, -1.51], [-1.23, 3.69, -0.28], [-3.40, 3.66, 1.81], [-1.71, 3.28, 2.19], [-3.01, 2.15, 2.65], [-4.62, 2.17, 0.01], [-4.14, 0.76, 0.97], [-3.72, 0.85, -0.75]],
  "mulliken_spin": [0.555, 0.005, 0.021, -0.009, 0.025, 0.030, 0.022, -0.010, 0.014, 0.054, -0.010, 0.051, -0.048, 0.036, 0.064, 0.040, -0.024, 0.056, 0.013, -0.022, 0.036, 0.088, -0.003, -0.049, -0.020, 0.072, 0.024, -0.006, 0.010, 0.002, -0.004, 0.018, -0.015, 0.028, 0.022, -0.014, 0.010, -0.002, 0.070, -0.001, 0.043, -0.026, 0.001, 0.092, 0.042, -0.028, 0.078, 0.020, -0.029, 0.041, 0.065, -0.024, 0.001, 0.000, 0.002, 0.000, 0.000, 0.001, 0.003, -0.002, -0.001, 0.000, 0.003, 0.000, 0.000, 0.000, 0.000, 0.006, 0.000, 0.001, 0.002, 0.001, -0.001, -0.001, 0.004, 0.006, 0.001, -0.019, -0.001, -0.017, -0.021, -0.377, -0.001, 0.000, 0.002, -0.001, 0.001, 0.000, -0.002, 0.003, 0.001]
}